Record 1
The following is a DFT calculation (the ωB97M-V functional and the def2-TZVPD basis) of a 2-piece molecular cluster, C32H30F4N3S overall in a non-equilibrium geometry.

Computed properties:
LUMO level: -6.4 eV
F_max: 2.21 eV/A
Highest occupied orbital energy: -0.3731 Eh
Charge: +1

XYZ file:
```
70
C32H30F4N3S (the ωB97M-V functional and the def2-TZVPD basis)
F 1.825 -2.288 -6.719
C 2.417 -1.756 -5.599
C 3.755 -2.054 -5.373
C 4.332 -1.454 -4.255
F 5.668 -1.673 -4.023
C 3.618 -0.693 -3.334
C 2.220 -0.515 -3.519
C 1.410 0.144 -2.544
C 0.029 0.156 -2.594
C -0.779 0.977 -1.813
C -2.045 1.370 -2.406
C -2.576 2.685 -2.394
C -3.764 2.966 -3.042
F -4.321 4.223 -2.898
C -4.479 2.028 -3.795
C -3.918 0.752 -3.844
F -4.563 -0.196 -4.610
C -2.788 0.386 -3.132
C 1.644 -0.996 -4.730
H 4.333 -2.674 -6.054
H 4.103 -0.257 -2.459
H 1.917 0.693 -1.767
H -0.422 -0.497 -3.345
H -0.332 1.427 -0.924
H -2.068 3.455 -1.817
H -5.436 2.276 -4.235
H -2.446 -0.646 -3.165
H 0.607 -0.792 -4.988
C 2.262 0.661 3.632
C 1.898 -0.325 2.530
C 2.532 0.174 1.236
N 2.437 -1.678 2.910
C 1.445 -2.407 3.292
S 1.627 -4.081 3.725
C 2.689 -4.428 2.182
C 3.018 -5.875 2.116
N 3.260 -7.015 2.084
C 0.058 -1.741 3.216
C -1.002 -2.620 2.557
C -0.412 -1.317 4.599
N 0.448 -0.580 2.407
C -0.447 0.211 1.752
C -0.397 1.573 1.741
C -1.600 2.407 1.621
C -1.922 3.402 2.587
C -3.010 4.255 2.394
C -3.775 4.163 1.224
C -3.561 3.094 0.350
C -2.514 2.200 0.575
H 3.353 0.791 3.638
H 1.814 1.644 3.452
H 1.972 0.307 4.625
H 3.624 0.068 1.302
H 2.179 -0.407 0.373
H 2.282 1.236 1.091
H 2.071 -4.155 1.305
H 3.587 -3.805 2.270
H -1.033 -3.579 3.088
H -1.992 -2.153 2.623
H -0.760 -2.841 1.516
H -0.681 -2.212 5.169
H 0.382 -0.805 5.152
H -1.293 -0.665 4.529
H -1.277 -0.296 1.283
H 0.453 2.077 2.195
H -1.311 3.445 3.489
H -3.244 4.998 3.150
H -4.558 4.884 1.012
H -4.193 2.984 -0.525
H -2.345 1.362 -0.089
```

Record 2
The following is a DFT calculation (the ωB97M-V functional and the def2-TZVPD basis) of C32H30MgNO9P4 as an isolated structure.

Computed properties:
LUMO level: 2.4 eV
F_max: 0.44 eV/A
Highest occupied orbital energy: -0.1769 Eh
Charge: -1

XYZ file:
```
77
C32H30MgNO9P4 (the ωB97M-V functional and the def2-TZVPD basis)
Mg -0.666 1.850 -0.529
C -4.716 3.114 -0.994
C -3.530 2.275 -0.511
O -1.675 3.349 -1.333
C -3.870 0.848 -0.132
C -5.193 0.449 0.028
C -5.546 -0.862 0.304
C -4.539 -1.817 0.397
C -3.217 -1.452 0.245
C -2.832 -0.114 0.010
O -1.559 0.175 -0.061
H -4.324 4.054 -1.377
H -5.421 3.330 -0.191
H -5.226 2.575 -1.793
H -5.980 1.187 -0.063
H -6.586 -1.134 0.428
H -4.788 -2.856 0.589
H -2.422 -2.186 0.311
N 1.649 -0.565 -0.122
P 1.072 -0.083 1.426
C 2.688 0.208 2.235
C 3.659 0.946 1.556
C 4.856 1.275 2.172
C 5.097 0.887 3.482
C 4.129 0.175 4.175
C 2.933 -0.160 3.557
C 0.603 -1.705 2.153
C -0.717 -1.845 2.567
C -1.180 -3.064 3.051
C -0.324 -4.152 3.118
C 0.999 -4.023 2.705
C 1.457 -2.806 2.227
P 0.960 -0.004 -1.557
C 2.466 0.297 -2.544
C 3.114 -0.674 -3.303
C 4.299 -0.371 -3.960
C 4.843 0.902 -3.861
C 4.202 1.876 -3.106
C 3.015 1.578 -2.454
C 0.245 -1.492 -2.326
C -0.280 -1.398 -3.614
C -0.895 -2.492 -4.201
C -1.003 -3.687 -3.500
C -0.498 -3.779 -2.212
C 0.123 -2.685 -1.624
H 2.562 -1.000 -0.179
H 3.464 1.283 0.545
H 5.597 1.849 1.630
H 6.030 1.149 3.966
H 4.303 -0.120 5.202
H 2.183 -0.715 4.107
H -1.390 -1.000 2.477
H -2.214 -3.162 3.355
H -0.684 -5.104 3.488
H 1.669 -4.873 2.757
H 2.491 -2.706 1.912
H 2.686 -1.666 -3.385
H 4.797 -1.129 -4.551
H 5.767 1.137 -4.375
H 4.622 2.871 -3.030
H 2.508 2.333 -1.860
H -0.217 -0.460 -4.155
H -1.304 -2.410 -5.201
H -1.495 -4.538 -3.954
H -0.598 -4.702 -1.654
H 0.497 -2.746 -0.609
O -0.239 5.124 0.915
P 0.166 3.656 1.340
O 0.740 3.570 2.686
O 0.840 2.927 0.189
O -1.350 2.847 1.338
P -2.796 3.334 0.855
O -3.732 2.758 2.039
O -2.915 4.812 0.801
O -2.572 2.215 -1.564
H -1.203 5.222 0.718
H -3.634 3.302 2.831
```